[1]
A 3-piece molecular cluster, C2H12N2O2 overall, computed with wB97M-V/def2-TZVPD.

The geometry in XYZ format:
```
18
C2H12N2O2 wB97M-V/def2-TZVPD
C -0.085 0.950 -0.440
C -1.081 1.745 0.291
N -0.655 2.640 1.309
N -0.919 -0.342 -0.806
H 0.890 0.705 0.257
H 0.316 1.410 -1.296
H -1.680 1.082 0.848
H -1.773 2.189 -0.412
H 0.218 3.161 1.061
H -1.356 3.294 1.392
H -0.787 -0.656 -1.765
H -0.634 -1.239 -0.371
H -2.422 -4.116 -0.990
H -1.228 -3.513 0.243
O -2.032 -3.937 -0.111
H 4.723 -0.905 -0.552
H 4.418 -0.419 0.826
O 4.198 -0.219 -0.122
```

Its energy above the lowest of the compared OMol25 structures with the same formula, charge and spin is 206.5 kJ/mol. The spin multiplicity is 2. The calculation puts the HOMO energy (alpha / beta) at 1.0 / -6.0 eV. Its energy is -9340.735 eV. Its expectation value of S² is 0.75. As for the total charge: -1. The gap between HOMO and LUMO (alpha / beta) is 2.56 / 9.57 eV.

Mulliken population analysis, charges in e, atoms 1 to 6: -0.56 -0.61 -0.57 -0.56 0.31 0.27



[2]
A 4-piece molecular cluster, C2H12N2O3 overall, computed with wB97M-V/def2-TZVPD.

The geometry in XYZ format:
```
19
C2H12N2O3 wB97M-V/def2-TZVPD
H 2.122 1.311 1.687
N 1.410 0.723 1.270
C 1.119 0.837 0.042
N 2.080 1.191 -0.900
C 1.649 2.138 -1.967
H 0.327 0.278 -0.474
H 2.940 1.525 -0.481
H 2.428 2.229 -2.716
H 1.477 3.156 -1.561
H 0.621 1.783 -2.172
O -4.956 -1.178 -0.689
H -5.546 -0.522 -1.053
H -5.334 -1.978 -1.066
O 2.151 -4.857 4.433
H 2.805 -4.461 5.008
H 1.616 -4.086 4.150
O -2.208 0.892 -1.499
H -1.918 0.913 -0.582
H -2.783 0.106 -1.431
```

Its energy above the lowest of the compared OMol25 structures with the same formula, charge and spin is 157.5 kJ/mol. The calculation puts the HOMO energy at -9.2 eV. Its energy is -11390.117 eV. The gap between HOMO and LUMO is 9.90 eV. The SMILES is [H]/N=C\NC.O.O.O.

Mulliken population analysis, charges in e, atoms 1 to 6: 0.23 -0.63 0.00 -0.31 -0.74 0.39



[3]
A 4-piece molecular cluster, C2H12N2O3 overall, computed with wB97M-V/def2-TZVPD.

The geometry in XYZ format:
```
19
C2H12N2O3 wB97M-V/def2-TZVPD
N 1.056 3.655 1.580
C 0.482 2.382 1.499
C 0.964 1.353 0.818
N 0.395 0.031 0.936
H 0.446 4.382 1.922
H 1.591 3.891 0.763
H -0.416 2.234 2.067
H 1.711 1.342 0.035
H -0.374 -0.135 0.301
H 0.033 -0.173 1.858
O 2.501 -4.698 -1.322
H 2.186 -3.985 -0.763
H 3.135 -5.215 -0.814
O -1.889 -2.003 1.920
H -2.703 -2.336 2.326
H -1.175 -2.522 2.301
O -2.394 0.899 -5.222
H -2.535 0.080 -5.716
H -3.014 0.819 -4.489
```

Its energy above the lowest of the compared OMol25 structures with the same formula, charge and spin is 141.4 kJ/mol. The calculation puts the HOMO energy at -7.6 eV. Its energy is -11390.284 eV. The gap between HOMO and LUMO is 8.28 eV. The SMILES is N/C=C/N.O.O.O.

Mulliken population analysis, charges in e, atoms 1 to 6: -0.46 -0.13 -0.34 -0.56 0.23 0.21



[4]
A 4-piece molecular cluster, C2H12N2O3 overall, computed with wB97M-V/def2-TZVPD.

The geometry in XYZ format:
```
19
C2H12N2O3 wB97M-V/def2-TZVPD
C 0.569 -0.642 0.232
N -0.393 -1.708 0.241
C -1.514 -1.643 0.822
N -2.223 -0.643 1.459
H 1.532 -1.072 -0.146
H 0.594 -0.058 1.155
H 0.431 -0.013 -0.728
H -1.956 -2.558 1.270
H -1.988 0.322 1.628
H -2.809 -0.856 2.270
O 0.908 0.211 -3.646
H 0.891 -0.642 -4.093
H 1.044 0.136 -2.691
O 1.678 1.432 2.867
H 1.903 1.968 2.100
H 0.729 1.300 2.796
O 0.358 1.861 -1.441
H 0.668 2.107 -2.316
H -0.551 1.545 -1.412
```

Its energy above the lowest of the compared OMol25 structures with the same formula, charge and spin is 200.2 kJ/mol. The calculation puts the HOMO energy at -8.8 eV. Its energy is -11389.674 eV. The gap between HOMO and LUMO is 9.26 eV. The SMILES is C/N=C\N.O.O.O.

Mulliken population analysis, charges in e, atoms 1 to 6: -0.09 -0.47 0.15 -0.43 0.35 0.07